1.
DFT (the ωB97M-V functional and the def2-TZVPD basis) results for 2 unconnected molecules or ions with the total composition H3N3O3.

Each atom is followed by the atoms it is bonded to, with distances in Å.
CARTESIAN COORDINATES (ANGSTROEM)
1 H 0.7639 1.7759 0.1766  N2 0.989
2 N 1.5255 1.2848 -0.2192  H1 0.989, N3 1.217
3 N 1.5627 0.0960 0.0404  N2 1.217, N4 1.147
4 N 1.5253 -0.9933 -0.3184  N3 1.147, O5 1.200
5 O 1.7065 -2.1548 -0.0794  N4 1.200
6 O -1.6440 0.7141 -0.0502  O7 1.372, H8 0.929
7 O -1.4129 -0.5650 0.3899  O6 1.372, H9 0.903
8 H -2.4417 0.9857 0.3419  O6 0.929
9 H -1.5851 -1.1434 -0.2816  O7 0.903

The calculation puts the highest occupied orbital energy (alpha / beta) at -8.941 / -8.940 eV. For the relative energy (zero: lowest compared OMol25 entry of this formula, charge and spin), the calculation gives 6.892 eV.

natural (NBO) atomic charge list, values in e, 8 entries: atom 1 (H): 0.3603, atom 2 (N): -0.4864, atom 3 (N): 0.1869, atom 4 (N): 0.3347, atom 5 (O): -0.3987, atom 6 (O): -0.4557, atom 7 (O): -0.4535, atom 8 (H): 0.4577

2.
DFT (the ωB97M-V functional and the def2-TZVPD basis) results for a single C2H6S2 molecule.

Each atom is followed by the atoms it is bonded to, with distances in Å.
CARTESIAN COORDINATES (ANGSTROEM)
1 C 0.3037 -1.6503 -0.0312  S2 1.925, H5 1.081, H6 0.991, H7 1.108
2 S 0.4438 -0.9267 1.7475  C1 1.925, S3 2.183
3 S 0.7768 1.1403 1.1307  S2 2.183, C4 1.878
4 C -0.4533 1.5709 -0.2211  S3 1.878, H8 1.094, H9 1.082, H10 1.117
5 H 1.2627 -2.0704 -0.3010  C1 1.081
6 H -0.5444 -2.1226 -0.2294  C1 0.991
7 H 0.2242 -0.7583 -0.6840  C1 1.108
8 H -0.1058 0.9587 -1.0585  C4 1.094
9 H -1.4277 1.1855 0.0472  C4 1.082
10 H -0.4801 2.6729 -0.4001  C4 1.117

The calculation puts the highest occupied orbital energy at -8.374 eV. For the relative energy (zero: lowest compared OMol25 entry of this formula, charge and spin), the calculation gives 1.044 eV.

natural (NBO) atomic charge list, values in e, 8 entries: atom 1 (C): -0.6773, atom 2 (S): 0.0456, atom 3 (S): 0.0394, atom 4 (C): -0.7229, atom 5 (H): 0.2239, atom 6 (H): 0.2072, atom 7 (H): 0.2106, atom 8 (H): 0.2058

3.
DFT (the ωB97M-V functional and the def2-TZVPD basis) results for 7 unconnected molecules or ions with the total composition C38H45Cl26N2O4PS3.

Each atom is followed by the atoms it is bonded to, with distances in Å.
CARTESIAN COORDINATES (ANGSTROEM)
1 C 3.8315 -0.6228 4.7027  C2 1.673, H45 1.170, H46 1.190, H47 1.172
2 C 3.8625 1.0328 4.4675  C1 1.673, C3 1.677, H48 1.170, H49 1.176
3 C 2.4985 1.4818 3.6021  C2 1.677, O4 1.431, H50 1.160, H51 1.194
4 O 2.9125 1.6292 2.2401  C3 1.431, C5 1.438
5 C 2.0358 1.1959 1.1861  O4 1.438, C6 1.612, C25 1.679, C39 1.675
6 C 0.5459 0.6073 1.3670  C5 1.612, C7 1.632, H52 1.195, H53 1.190
7 C 0.3741 -0.8726 2.0338  C6 1.632, C8 1.671, H54 1.185, H55 1.191
8 C -1.0533 -0.9642 2.8981  C7 1.671, S9 1.911, H56 1.179, H57 1.181
9 S -2.4185 -0.8894 1.5631  C8 1.911, C10 1.889
10 C -4.0035 -0.1887 2.3152  S9 1.889, S11 1.707, N12 1.522
11 S -3.8235 1.1425 3.3677  C10 1.707
12 N -5.3259 -0.8415 1.9405  C10 1.522, C13 1.513, C19 1.537
13 C -6.0936 -0.0266 0.9224  N12 1.513, C14 1.668, C18 1.670
14 C -5.3074 0.7526 -0.3251  C13 1.668, C15 1.647, H58 1.190
15 C -6.1036 1.6105 -1.4832  C14 1.647, C16 1.642, H59 1.188
16 C -7.7405 1.7148 -1.4038  C15 1.642, C17 1.657, H60 1.173
17 C -8.6037 1.0103 -0.1771  C16 1.657, C18 1.660, H61 1.191
18 C -7.7533 0.1546 0.9625  C13 1.670, C17 1.660, H62 1.192
19 C -5.0749 -2.2732 1.4416  N12 1.537, C20 1.663, C24 1.672
20 C -5.1795 -2.7190 -0.1571  C19 1.663, C21 1.670, H63 1.186
21 C -4.8612 -4.2687 -0.6929  C20 1.670, C22 1.641, H64 1.179
22 C -4.4638 -5.4326 0.3941  C21 1.641, C23 1.641, H65 1.189
23 C -4.3930 -5.0118 1.9785  C22 1.641, C24 1.669, H66 1.174
24 C -4.6727 -3.4659 2.5422  C19 1.672, C23 1.669, H67 1.188
25 C 1.9033 2.5995 0.2742  C5 1.679, O26 1.470, C31 1.641, C36 1.634
26 O 3.0545 3.3577 0.7845  C25 1.470, C27 1.456
27 C 3.9648 3.8404 -0.2436  O26 1.456, C28 1.635, H68 1.196, H69 1.189
28 C 3.3997 5.0027 -1.2457  C27 1.635, C29 1.660, O30 1.476, H70 1.186
29 C 3.2176 6.3773 -0.3331  C28 1.660, H71 1.178, H72 1.177, H73 1.193
30 O 4.2750 5.3212 -2.3905  C28 1.476, H74 1.013
31 C 0.6770 3.6405 0.6003  C25 1.641, Cl32 1.891, C33 1.639, H75 1.196
32 Cl 0.4859 4.0260 2.4422  C31 1.891
33 C -0.7477 3.3220 -0.1438  C31 1.639, C34 1.672, Cl35 1.891, H76 1.170
34 C -2.0302 3.6109 0.8897  C33 1.672, H77 1.192, H78 1.191, H79 1.171
35 Cl -0.9776 4.5873 -1.5308  C33 1.891
36 C 1.9197 1.9567 -1.2281  C25 1.634, O37 1.329, N38 1.510
37 O 1.2750 2.2158 -2.3614  C36 1.329
38 N 2.9671 0.8719 -1.3061  C36 1.510, C39 1.544, H80 1.044
39 C 3.1217 0.4316 0.1656  C5 1.675, N38 1.544, S40 1.913, P41 1.908
40 S 4.9514 0.6370 0.6854  C39 1.913, H81 1.402
41 P 3.0535 -1.4647 -0.0370  C39 1.908, C42 1.940, C43 1.935
42 C 3.7798 -1.9843 -1.7598  P41 1.940, H82 1.170, H83 1.170, H84 1.185
43 C 4.2099 -2.3678 1.2252  P41 1.935, C44 1.659, H85 1.194, H86 1.171
44 C 5.6646 -2.8022 0.5556  C43 1.659, H87 1.170, H88 1.193, H89 1.192
45 H 2.9659 -1.1514 4.1192  C1 1.170
46 H 3.7279 -0.8946 5.8565  C1 1.190
47 H 4.8407 -1.0863 4.3280  C1 1.172
48 H 4.8390 1.3757 3.9216  C2 1.170
49 H 3.8067 1.4939 5.5477  C2 1.176
50 H 1.7023 0.6852 3.8814  C3 1.160
51 H 2.1567 2.4939 4.1360  C3 1.194
52 H 0.0600 0.5313 0.2781  C6 1.195
53 H -0.1907 1.3253 1.9651  C6 1.190
54 H 1.3146 -1.1631 2.6940  C7 1.185
55 H 0.3472 -1.6587 1.1396  C7 1.191
56 H -1.0287 -2.0065 3.4493  C8 1.179
57 H -1.1608 -0.0487 3.6359  C8 1.181
58 H -4.1243 0.6303 -0.3543  C14 1.190
59 H -5.4476 2.0992 -2.3449  C15 1.188
60 H -8.2989 2.3036 -2.2505  C16 1.173
61 H -9.7889 1.1253 -0.1465  C17 1.191
62 H -8.4154 -0.3299 1.8271  C18 1.192
63 H -5.4906 -1.9512 -1.0062  C20 1.186
64 H -4.9043 -4.5778 -1.8302  C21 1.179
65 H -4.2398 -6.5215 -0.0283  C22 1.189
66 H -4.1099 -5.8520 2.7477  C23 1.174
67 H -4.6188 -3.2051 3.7003  C24 1.188
68 H 4.8841 4.3393 0.3357  C27 1.196
69 H 4.4745 2.9962 -0.9080  C27 1.189
70 H 2.3153 4.7266 -1.6390  C28 1.186
71 H 2.2330 6.9416 -0.6481  C29 1.178
72 H 4.1767 7.0572 -0.3948  C29 1.177
73 H 3.0544 6.0138 0.7918  C29 1.193
74 H 3.6517 5.4283 -3.1818  O30 1.013
75 H 1.0250 4.6929 0.1522  C31 1.196
76 H -0.8156 2.2823 -0.6752  C33 1.170
77 H -3.0397 3.5302 0.2615  C34 1.192
78 H -1.9836 4.7484 1.2380  C34 1.191
79 H -2.0468 2.8891 1.8112  C34 1.171
80 H 3.8729 1.0861 -1.7793  N38 1.044
81 H 5.1252 0.2671 2.0269  S40 1.402
82 H 3.0173 -1.7237 -2.6083  C42 1.170
83 H 4.8481 -1.5325 -1.9152  C42 1.170
84 H 3.9127 -3.1596 -1.6970  C42 1.185
85 H 3.7012 -3.3976 1.5507  C43 1.194
86 H 4.3770 -1.7706 2.2184  C43 1.171
87 H 6.1683 -1.9549 -0.0750  C44 1.170
88 H 5.5277 -3.8093 -0.0682  C44 1.193
89 H 6.4436 -3.0790 1.4147  C44 1.192
90 Cl 6.3290 -3.4200 -3.7354  C91 1.782
91 C 7.7111 -2.6181 -2.9474  Cl90 1.782, Cl92 1.782, Cl93 1.782, Cl94 1.782
92 Cl 7.2519 -0.9591 -2.4874  C91 1.782
93 Cl 8.1758 -3.5314 -1.4899  C91 1.782
94 Cl 9.0879 -2.5616 -4.0770  C91 1.782
95 Cl -10.3018 -4.1133 1.5997  C96 1.782
96 C -9.6889 -3.4925 0.0462  Cl95 1.782, Cl97 1.782, Cl98 1.782, Cl99 1.782
97 Cl -8.3936 -4.5605 -0.5506  C96 1.782
98 Cl -11.0165 -3.4484 -1.1412  C96 1.782
99 Cl -9.0435 -1.8478 0.2769  C96 1.782
100 Cl -7.2442 -5.1202 -5.6178  C101 1.782
101 C -5.5166 -4.7020 -5.4966  Cl100 1.782, Cl102 1.782, Cl103 1.782, Cl104 1.782
102 Cl -4.5489 -5.9156 -6.3714  C101 1.782
103 Cl -5.2429 -3.0945 -6.2146  C101 1.782
104 Cl -5.0302 -4.6775 -3.7827  C101 1.782
105 Cl -2.2491 6.4382 -4.6229  C106 1.782
106 C -1.3165 7.9268 -4.3255  Cl105 1.782, Cl107 1.782, Cl108 1.782, Cl109 1.782
107 Cl 0.2904 7.5027 -3.6833  C106 1.782
108 Cl -1.1276 8.8246 -5.8529  C106 1.782
109 Cl -2.1797 8.9421 -3.1427  C106 1.782
110 Cl 6.7509 -7.2490 2.4119  C111 1.782
111 C 7.6835 -5.7603 2.7094  Cl110 1.782, Cl112 1.782, Cl113 1.782, Cl114 1.782
112 Cl 9.2904 -6.1845 3.3515  C111 1.782
113 Cl 7.8724 -4.8626 1.1820  C111 1.782
114 Cl 6.8203 -4.7450 3.8922  C111 1.782
115 Cl 1.0473 -0.2941 -3.2650  C116 1.782
116 C -0.1165 -0.9787 -4.4274  Cl115 1.782, Cl117 1.782, Cl118 1.782, Cl119 1.782
117 Cl -1.3234 -1.9559 -3.5539  C116 1.782
118 Cl -0.9379 0.3436 -5.2942  C116 1.782
119 Cl 0.7479 -2.0085 -5.5967  C116 1.782

The calculation puts the highest occupied orbital energy at -7.547 eV.

Mulliken atomic charge list, values in e, 8 entries: atom 1 (C): -0.5721, atom 2 (C): -0.4317, atom 3 (C): -0.1057, atom 4 (O): -0.3435, atom 5 (C): 0.1258, atom 6 (C): 0.3048, atom 7 (C): -0.2295, atom 8 (C): -0.6342